Record 1
# C32H54InN2O3P2

A molecular structure, C32H54InN2O3P2 (ωB97M-V with the def2-TZVPD basis set, the OMol25 dataset).

Computed properties:
- 2S+1 = 1
- LUMO level (eV) = -6.10
- total charge = +1
- total energy (eV) = -66921.993
- HOMO (eV) = -10.04
- energy above the lowest of the compared OMol25 structures with the same formula, charge and spin (kJ/mol) = 18.9
- strongest force on any atom (eV Å⁻¹) = 6.0
- gap between HOMO and LUMO (eV) = 3.94

Last column: Mulliken charge in e.
CARTESIAN COORDINATES (ANGSTROEM)
In (1.529, -1.658, -4.597)  0.7917
C (1.433, 0.464, 2.370)  0.1966
C (1.533, 1.602, 1.528)  0.6947
C (-0.699, 1.167, 1.876)  0.3125
C (0.053, 0.170, 2.551)  1.0474
C (0.216, 2.069, 1.270)  0.9770
C (2.555, -0.254, 3.012)  -1.5323
H (3.511, -0.008, 2.536)  0.3641
H (2.412, -1.343, 2.973)  0.4374
H (2.643, 0.019, 4.077)  0.3568
C (-0.489, -1.005, 3.257)  -1.2086
H (0.206, -1.357, 4.029)  0.4976
H (-0.664, -1.824, 2.540)  -0.0063
H (-1.448, -0.763, 3.731)  0.4787
C (-2.171, 1.259, 1.797)  -1.5791
H (-2.638, 0.807, 2.682)  0.4374
H (-2.564, 0.740, 0.906)  0.1250
H (-2.490, 2.308, 1.736)  0.5180
C (-0.157, 3.285, 0.522)  -1.4055
H (-0.969, 3.821, 1.030)  0.4550
H (-0.512, 3.043, -0.489)  0.0956
H (0.698, 3.965, 0.430)  0.4397
C (2.786, 2.208, 1.029)  -1.8805
H (3.158, 3.003, 1.693)  0.3103
H (2.637, 2.649, 0.034)  0.4118
H (3.577, 1.453, 0.945)  0.3938
C (2.947, -3.195, -4.691)  -0.5004
C (3.433, -3.166, -3.240)  -0.4989
C (4.700, -2.296, -3.064)  -1.2917
C (4.483, -0.795, -3.299)  -0.8395
C (3.200, -0.317, -3.990)  -0.1879
C (3.063, -0.362, -5.410)  -0.4195
C (3.908, -1.289, -6.279)  -0.7823
C (3.948, -2.783, -5.807)  -1.0075
H (5.488, -2.655, -3.740)  0.4557
H (5.349, -0.396, -3.855)  0.3702
H (5.133, -2.433, -2.058)  0.5668
H (4.981, -3.035, -5.538)  0.2603
H (2.433, -4.130, -4.953)  0.7912
H (3.685, -4.201, -2.943)  0.7165
H (3.719, -3.392, -6.698)  0.3372
H (3.483, -1.260, -7.300)  0.4009
H (2.646, 0.511, -5.920)  0.6166
H (4.937, -0.897, -6.373)  0.3813
H (4.518, -0.295, -2.318)  0.4134
H (2.747, 0.529, -3.465)  0.5424
P (2.194, -2.844, -1.701)  0.6557
P (-1.703, 1.457, -2.907)  0.7854
C (-0.564, -0.990, -4.219)  -0.5006
C (-1.175, 0.395, -4.431)  -1.0367
H (-0.818, -1.408, -3.226)  -0.2858
H (-1.019, -1.678, -4.964)  0.3374
H (-0.514, 1.002, -5.067)  0.6517
H (-2.124, 0.254, -4.973)  0.4100
C (-2.854, 2.647, -3.694)  -1.3796
H (-3.296, 3.225, -2.866)  0.3903
H (-3.655, 2.076, -4.188)  0.3955
H (-2.346, 3.319, -4.402)  0.3617
C (-0.134, 2.445, -2.892)  -1.0799
H (0.420, 2.364, -3.839)  0.4652
H (0.498, 2.046, -2.086)  -0.0947
H (-0.357, 3.499, -2.684)  0.4595
C (1.714, -4.384, -0.843)  -1.0378
H (2.377, -4.548, 0.022)  0.3930
H (1.748, -5.258, -1.508)  0.4200
H (0.670, -4.203, -0.520)  0.0693
C (3.253, -2.091, -0.411)  -1.0164
H (2.601, -1.843, 0.446)  0.2371
H (3.716, -1.158, -0.772)  0.0578
H (4.034, -2.812, -0.109)  0.3989
C (-4.724, -2.590, 2.596)  -1.6847
C (-3.468, -2.293, 1.797)  0.0526
C (-3.562, -2.615, 0.294)  2.1799
C (-3.968, -4.106, 0.068)  -1.1027
C (-3.062, -5.111, 0.766)  -1.0966
C (-4.598, -1.696, -0.376)  -0.1527
O (-5.474, -1.041, 0.196)  -0.6837
N (-4.480, -1.681, -1.739)  0.1006
C (-3.337, -2.000, -2.492)  -0.1302
O (-3.447, -1.998, -3.716)  -0.7212
N (-2.183, -2.204, -1.782)  -0.0946
C (-2.206, -2.355, -0.451)  -0.4575
O (-1.151, -2.358, 0.232)  -0.3338
H (-5.574, -2.078, 2.131)  0.3004
H (-4.599, -2.207, 3.614)  0.4811
H (-4.921, -3.668, 2.647)  0.2915
H (-3.210, -1.225, 1.895)  -0.5185
H (-2.621, -2.856, 2.208)  0.3729
H (-5.010, -4.225, 0.400)  0.5217
H (-3.955, -4.298, -1.014)  0.4189
H (-3.360, -5.260, 1.811)  0.2531
H (-3.132, -6.076, 0.252)  0.4064
H (-2.017, -4.780, 0.737)  0.1678
H (-5.240, -1.286, -2.290)  0.3189


Record 2
# C32H55BN6O12

5 unconnected molecules or ions with the total composition C32H55BN6O12 (ωB97M-V with the def2-TZVPD basis set, the OMol25 dataset).

Computed properties:
- 2S+1 = 1
- LUMO level (eV) = -0.39
- total charge = 0
- total energy (eV) = -68263.944
- HOMO (eV) = -8.21
- strongest force on any atom (eV Å⁻¹) = 2.8
- gap between HOMO and LUMO (eV) = 7.82
- SMILES = CCCc1c(CC(=O)O)c(C[C@@H](O)CN)c2c(c1B(C)O)C(=O)N(COC(C)=O)C2=O.CN(C)C=O.CN(C)C=O.CN(C)C=O.CN(C)C=O

Last column: Mulliken charge in e.
CARTESIAN COORDINATES (ANGSTROEM)
C (5.085, 1.898, 2.155)  -1.2243
C (3.754, 1.984, 1.267)  0.1190
C (3.865, 0.858, 0.173)  -1.3128
C (2.812, 0.940, -0.963)  0.3602
C (3.225, 1.105, -2.375)  0.7911
C (4.735, 1.247, -2.739)  -1.1058
C (5.104, 2.769, -2.511)  0.4384
O (5.689, 3.184, -1.558)  -0.4849
O (4.733, 3.647, -3.551)  -0.5283
C (2.259, 1.145, -3.490)  0.5643
C (2.706, 1.274, -4.984)  -1.5468
C (3.052, -0.096, -5.672)  0.2207
O (4.115, -0.821, -5.039)  -0.6375
C (1.844, -1.091, -5.834)  -0.9406
N (1.414, -1.745, -4.583)  -0.3330
C (0.844, 1.033, -3.217)  0.1776
C (0.412, 0.877, -1.822)  -0.0909
C (1.354, 0.830, -0.724)  0.6626
B (0.721, 0.636, 0.753)  0.6953
C (0.200, -0.853, 1.121)  -0.9441
O (0.573, 1.668, 1.677)  -0.5992
C (-1.129, 0.777, -1.839)  -0.0947
O (-1.908, 0.491, -0.969)  -0.5343
N (-1.483, 1.076, -3.196)  0.1650
C (-2.695, 0.417, -3.696)  -0.8325
O (-2.497, -1.005, -3.869)  -0.2707
C (-3.600, -1.650, -3.284)  0.6531
C (-3.478, -2.410, -1.915)  -0.7455
O (-4.645, -1.626, -3.875)  -0.5245
C (-0.393, 1.051, -4.145)  -0.0603
O (-0.512, 1.034, -5.335)  -0.5846
H (4.800, 1.930, 3.243)  0.3853
H (5.824, 2.692, 1.905)  0.2385
H (5.508, 0.865, 2.005)  0.3247
H (2.921, 1.784, 1.993)  -0.0670
H (3.574, 3.007, 0.862)  0.4573
H (3.757, -0.134, 0.697)  0.4430
H (4.911, 0.907, -0.232)  0.2387
H (4.960, 1.040, -3.809)  0.1913
H (5.414, 0.632, -2.108)  0.4879
H (3.767, 3.787, -3.515)  0.3458
H (3.556, 2.003, -5.056)  0.4514
H (1.855, 1.730, -5.561)  0.5486
H (3.404, 0.148, -6.716)  0.3712
H (3.921, -1.776, -5.038)  0.3190
H (2.229, -1.925, -6.522)  0.4688
H (0.994, -0.626, -6.409)  0.2503
H (0.424, -1.624, -4.389)  0.2108
H (2.002, -1.510, -3.787)  0.2258
H (0.251, -1.484, 0.197)  0.2138
H (-0.900, -0.746, 1.355)  0.2096
H (0.729, -1.298, 2.000)  0.4405
H (0.425, 1.281, 2.560)  0.3176
H (-2.970, 0.882, -4.675)  0.3471
H (-3.530, 0.628, -2.982)  0.4456
H (-4.349, -3.096, -1.833)  0.3207
H (-3.389, -1.698, -1.059)  0.1149
H (-2.542, -3.022, -1.981)  0.2959
C (-4.753, 1.143, 4.231)  -0.8280
N (-3.322, 1.380, 4.169)  0.3038
C (-2.779, 2.163, 3.077)  -0.8328
C (-2.468, 0.896, 5.091)  0.0736
O (-1.259, 1.069, 5.082)  -0.6266
H (-5.068, 0.616, 3.327)  0.3475
H (-5.268, 2.102, 4.292)  0.2623
H (-5.009, 0.541, 5.103)  0.2855
H (-2.058, 1.552, 2.530)  0.0540
H (-2.260, 3.034, 3.483)  0.3062
H (-3.571, 2.490, 2.405)  0.4349
H (-2.967, 0.311, 5.883)  0.2750
C (0.927, -6.943, -6.158)  -0.9345
N (1.432, -5.670, -6.631)  0.1440
C (1.119, -5.247, -7.984)  -0.9359
C (2.187, -4.861, -5.852)  0.0824
O (2.637, -3.785, -6.192)  -0.5936
H (1.312, -7.742, -6.796)  0.3421
H (-0.164, -6.936, -6.202)  0.3426
H (1.240, -7.126, -5.130)  0.2894
H (2.047, -5.099, -8.539)  0.2985
H (0.579, -4.298, -7.949)  0.2703
H (0.508, -5.996, -8.484)  0.3793
H (2.366, -5.273, -4.845)  0.2769
C (-4.762, 6.537, 7.241)  -0.9302
N (-4.893, 5.325, 6.456)  0.1293
C (-4.118, 4.155, 6.830)  -0.7685
C (-5.714, 5.248, 5.384)  0.0844
O (-5.865, 4.261, 4.689)  -0.5744
H (-3.722, 6.870, 7.216)  0.3332
H (-5.052, 6.329, 8.274)  0.3280
H (-5.399, 7.326, 6.844)  0.2997
H (-3.475, 3.866, 5.996)  0.1605
H (-4.797, 3.328, 7.048)  0.2682
H (-3.508, 4.368, 7.706)  0.3729
H (-6.256, 6.187, 5.184)  0.2421
C (-0.712, -3.981, 7.054)  -0.9305
N (-0.067, -2.979, 6.231)  0.1578
C (-0.089, -1.590, 6.662)  -0.7100
C (0.558, -3.293, 5.072)  0.0886
O (1.117, -2.500, 4.338)  -0.5815
H (-1.773, -3.736, 7.153)  0.3253
H (-0.248, -3.988, 8.042)  0.3297
H (-0.615, -4.970, 6.607)  0.2999
H (-0.578, -0.984, 5.899)  0.0764
H (0.937, -1.236, 6.783)  0.2829
H (-0.623, -1.492, 7.606)  0.3751
H (0.516, -4.371, 4.837)  0.2748